(1)
The following is a quantum chemistry calculation of C2H5N5O as an isolated structure, from the OMol25 dataset.

Each line ends with the Mulliken charge.
Element x y z (Å)
C1 -0.7492 0.5402 -0.7230  0.51
C2 -0.2679 -0.7110 0.8939  0.34
H1 -0.9387 1.4581 -2.6474  0.32
H2 -2.4632 1.4904 -0.9965  0.38
H3 0.4723 -2.4237 2.1027  0.28
H4 2.4894 -0.3261 1.4310  0.36
H5 1.3548 0.1950 -1.4817  0.29
N1 -1.5226 1.0371 -1.5807  -0.46
N2 -1.3236 0.1651 0.4068  -0.58
N3 -0.3142 -1.5671 1.7436  -0.64
N4 0.9014 -0.4633 0.2742  0.08
N5 0.7282 0.4856 -0.6752  -0.39
O1 1.6335 0.1197 1.2524  -0.50

Properties
**ΔE to the lowest compared entry with this formula, charge and spin**: 595.0 kJ/mol
**F_max**: 8.93 eV/A
**Molecular weight**: 115.10 g/mol
**HOMO level**: -8.5931 eV



(2)
The following is a quantum chemistry calculation of C2H5N7O2 as an isolated structure, from the OMol25 dataset.

Each line ends with the Mulliken charge.
Element x y z (Å)
C1 -2.7510 0.8238 0.2683  0.57
C2 1.4904 0.1039 0.2801  0.45
N1 -3.4853 0.1927 0.8823  -0.41
N2 2.5886 -0.4328 0.1557  -0.63
N3 1.4565 1.3846 0.7993  -0.49
N4 -0.9630 0.5774 -1.0380  0.23
N5 -1.8545 1.3411 -0.4382  -0.72
N6 0.1955 -0.4245 0.0806  -0.27
N7 -0.1462 -1.7312 -0.1483  1.04
O1 0.3756 -2.6237 0.4906  -0.56
O2 -1.0055 -1.9850 -1.0057  -0.73
H1 2.5860 -1.4239 -0.0460  0.28
H2 2.3684 1.7612 1.2623  0.28
H3 0.6348 1.6016 1.3003  0.23
H4 -1.2437 -0.3659 -1.3409  0.36
H5 -0.2467 1.2005 -1.5023  0.36

Properties
**ΔE to the lowest compared entry with this formula, charge and spin**: 124.7 kJ/mol
**F_max**: 6.13 eV/A
**Molecular weight**: 159.11 g/mol
**HOMO level (spin up / spin down)**: -9.8433 / -9.8432 eV



(3)
The following is a quantum chemistry calculation of a 2-piece molecular cluster, C2H5NO overall, from the OMol25 dataset.

Each line ends with the Mulliken charge.
Element x y z (Å)
C1 -0.7301 -1.2250 -0.1970  -0.24
N1 0.0425 -0.6027 -0.9861  -0.43
C2 0.6215 1.4992 0.6359  -0.11
O1 -0.4305 1.7738 1.1597  -0.43
H1 -1.1462 -0.6870 0.6589  0.24
H2 -1.0047 -2.2796 -0.3082  0.25
H3 1.2973 0.7266 1.0498  0.28
H4 0.3597 -1.2144 -1.7409  0.23
H5 0.9905 2.0092 -0.2721  0.22

Properties
**ΔE to the lowest compared entry with this formula, charge and spin**: 220.7 kJ/mol
**F_max**: 0.51 eV/A
**Molecular weight**: 59.07 g/mol
**HOMO level**: -9.7439 eV



(4)
The following is a quantum chemistry calculation of one molecule with the formula C2H5NO, from the OMol25 dataset.

Each line ends with the Mulliken charge.
Element x y z (Å)
C1 -0.4890 1.0164 -0.0668  -0.72
C2 1.3454 -0.4097 0.1147  0.15
N1 0.8079 -1.3310 -0.5765  -0.62
O1 0.7960 0.7767 0.4646  -0.34
H1 -1.1356 0.2583 0.0860  0.34
H2 -0.4354 1.3733 -1.1207  0.28
H3 1.5084 -2.0725 -0.7355  0.24
H4 2.3346 -0.3130 0.3848  0.40
H5 -0.7763 1.9191 0.3710  0.28

Properties
**ΔE to the lowest compared entry with this formula, charge and spin**: 161.2 kJ/mol
**F_max**: 4.01 eV/A
**Molecular weight**: 59.07 g/mol
**HOMO level**: -10.2663 eV



(5)
The following is a quantum chemistry calculation of one molecule with the formula C2H5NO, from the OMol25 dataset.

Each line ends with the Mulliken charge.
Element x y z (Å)
C1 -1.1612 -0.1223 0.3493  -0.93
C2 0.0784 0.0779 -0.1196  0.63
O1 0.3475 1.0695 -1.0162  -0.52
N1 1.2091 -0.6522 0.1865  -0.49
H1 -1.4389 -1.0227 0.8773  0.25
H2 -0.4951 1.2239 -1.4629  0.33
H3 -1.8935 0.6695 0.2392  0.24
H4 2.0680 -0.2915 -0.1991  0.24
H5 1.2857 -0.9521 1.1455  0.25

Properties
**ΔE to the lowest compared entry with this formula, charge and spin**: 110.7 kJ/mol
**F_max**: 0.34 eV/A
**Molecular weight**: 59.07 g/mol
**HOMO level**: -8.1503 eV



(6)
The following is a quantum chemistry calculation of a 2-piece molecular cluster, C2H5NO overall, from the OMol25 dataset.

Each line ends with the Mulliken charge.
Element x y z (Å)
C1 1.0397 0.2085 0.5420  -0.41
N1 0.0597 -0.1754 1.2543  -0.52
C2 -1.0631 0.0813 -0.8954  -0.04
O1 -1.7511 1.0570 -0.7834  -0.42
H1 1.0937 1.2635 0.2581  0.39
H2 1.8254 -0.4424 0.1424  0.30
H3 -0.0458 0.1015 -1.3524  0.23
H4 0.0776 -1.1849 1.4052  0.24
H5 -1.3538 -0.9406 -0.5776  0.23

Properties
**ΔE to the lowest compared entry with this formula, charge and spin**: 269.4 kJ/mol
**F_max**: 0.63 eV/A
**Molecular weight**: 59.07 g/mol
**HOMO level**: -9.9137 eV



(7)
The following is a quantum chemistry calculation of a 2-piece molecular cluster, C2H5NO overall, from the OMol25 dataset.

Each line ends with the Mulliken charge.
Element x y z (Å)
C1 -0.3022 1.3813 0.2737  -0.26
C2 -0.0967 -1.4295 -0.4002  -0.99
N1 0.7272 0.7067 0.2506  0.21
O1 1.9283 0.8188 0.2606  -0.48
H1 -0.4216 2.4206 0.4717  0.33
H2 -1.2430 0.8337 0.4877  0.15
H3 -0.7394 -1.2577 -1.1794  0.33
H4 0.6607 -2.0301 -0.7340  0.34
H5 -0.5133 -1.4438 0.5695  0.37

Properties
**ΔE to the lowest compared entry with this formula, charge and spin**: 593.6 kJ/mol
**F_max**: 4.21 eV/A
**Molecular weight**: 59.07 g/mol
**HOMO level (spin up / spin down)**: -9.2531 / -8.7252 eV



(8)
The following is a quantum chemistry calculation of a 2-piece molecular cluster, C2H5NO overall, from the OMol25 dataset.

Each line ends with the Mulliken charge.
Element x y z (Å)
C1 -1.3021 -0.2755 -0.0496  -0.69
C2 0.4672 1.4366 0.1858  0.58
O1 1.0466 2.4514 0.3190  -0.46
N1 -0.0058 0.3397 0.0451  -0.25
H1 -1.8906 -0.0837 0.8528  0.31
H2 -1.1753 -1.3540 -0.1593  0.22
H3 -1.8484 0.1019 -0.9196  0.30
H4 2.7084 -1.4082 -0.1913  0.21
H5 1.9999 -1.2081 -0.0829  -0.22

Properties
**ΔE to the lowest compared entry with this formula, charge and spin**: 158.1 kJ/mol
**F_max**: 0.71 eV/A
**Molecular weight**: 59.07 g/mol
**HOMO level**: -10.4478 eV



(9)
The following is a quantum chemistry calculation of a 2-piece molecular cluster, C2H5NO overall, from the OMol25 dataset.

Each line ends with the Mulliken charge.
Element x y z (Å)
C1 -0.3968 0.4941 -1.8256  -0.26
N1 -1.0566 0.0542 -0.8162  -0.43
H1 -0.8393 0.6035 -2.8241  0.26
H2 0.5473 1.0332 -1.6709  0.19
H3 -1.1985 -0.9546 -0.9592  0.25
O1 1.1638 -1.1094 1.2560  -0.38
C2 0.7286 -0.2852 2.0106  -0.14
H4 -0.2710 0.1514 1.9281  0.26
H5 1.3226 0.0128 2.9013  0.25

Properties
**ΔE to the lowest compared entry with this formula, charge and spin**: 381.3 kJ/mol
**F_max**: 3.40 eV/A
**Molecular weight**: 59.07 g/mol
**HOMO level**: -8.8046 eV



(10)
The following is a quantum chemistry calculation of one molecule with the formula C2H5NO, from the OMol25 dataset.

Each line ends with the Mulliken charge.
Element x y z (Å)
C1 -0.1994 0.4898 0.9218  -0.69
N1 0.4302 -0.3842 -0.0210  -0.22
C2 0.0509 -0.4453 -1.4458  -0.01
O1 -0.4645 0.4584 -2.0600  -0.46
H1 -1.1331 0.8262 0.4616  0.26
H2 -0.4400 -0.0309 1.8607  0.25
H3 0.4285 1.3503 1.1299  0.26
H4 1.3471 -0.7680 0.1968  0.26
H5 -0.0198 -1.4963 -1.0440  0.36

Properties
**ΔE to the lowest compared entry with this formula, charge and spin**: 291.6 kJ/mol
**F_max**: 4.09 eV/A
**Molecular weight**: 59.07 g/mol
**HOMO level**: -9.2145 eV



(11)
The following is a quantum chemistry calculation of a 2-piece molecular cluster, C2H5NO2 overall, from the OMol25 dataset.

Each line ends with the Mulliken charge.
Element x y z (Å)
C1 2.0856 1.6855 0.6301  -0.28
N1 0.9814 1.0627 0.4565  -0.36
H1 2.7935 1.5593 -0.1745  0.22
H2 2.2418 2.6181 1.1941  0.23
H3 0.3430 1.5247 1.1147  0.18
H4 0.0030 -0.0104 -1.1239  0.37
O1 -0.8422 -1.8383 0.3925  -0.42
C2 -1.3778 -0.9676 -0.2066  0.18
O2 -0.9645 -0.1755 -1.2400  -0.42
H5 -2.2682 -0.4661 0.2351  0.31

Properties
**ΔE to the lowest compared entry with this formula, charge and spin**: 189.9 kJ/mol
**F_max**: 2.78 eV/A
**Molecular weight**: 75.07 g/mol
**HOMO level**: -10.4697 eV



(12)
The following is a quantum chemistry calculation of a 2-piece molecular cluster, C2H5NO2 overall, from the OMol25 dataset.

Each line ends with the Mulliken charge.
Element x y z (Å)
C1 -1.9061 -0.2531 -0.2174  -0.53
C2 2.0158 0.1028 -0.1801  -0.30
N1 -0.7912 0.0833 0.3559  0.76
O1 -0.6715 1.2439 0.6979  -0.65
O2 0.2105 -0.7817 0.4526  -0.54
H1 -2.2706 -1.2593 -0.2159  0.26
H2 -2.6861 0.5200 -0.0883  0.24
H3 1.6607 -0.2003 -1.1952  0.25
H4 2.5395 -0.6692 0.3499  0.25
H5 1.8990 1.2135 0.0405  0.29

Properties
**ΔE to the lowest compared entry with this formula, charge and spin**: 713.1 kJ/mol
**F_max**: 4.63 eV/A
**Molecular weight**: 75.07 g/mol
**HOMO level (spin up / spin down)**: -8.3561 / -8.3551 eV



(13)
The following is a quantum chemistry calculation of one molecule with the formula C2H5NO2, from the OMol25 dataset.

Each line ends with the Mulliken charge.
Element x y z (Å)
C1 -1.2389 0.3039 0.7357  -0.24
C2 0.9091 -0.7019 -0.9974  -0.54
N1 -0.1881 1.0385 0.8331  0.69
O1 0.8663 0.5299 -0.2311  -0.42
O2 0.0955 1.9501 1.5838  -0.58
H1 -2.0505 0.6656 1.3271  0.30
H2 -1.0996 -0.5812 0.1191  0.08
H3 -0.0482 -1.4121 -0.7773  0.27
H4 1.7929 -1.3269 -0.5509  0.21
H5 0.9615 -0.4660 -2.0420  0.23

Properties
**ΔE to the lowest compared entry with this formula, charge and spin**: 577.9 kJ/mol
**F_max**: 4.54 eV/A
**Molecular weight**: 75.07 g/mol
**HOMO level**: -9.4666 eV



(14)
The following is a quantum chemistry calculation of one molecule with the formula C2H5NO2, from the OMol25 dataset.

Each line ends with the Mulliken charge.
Element x y z (Å)
C1 0.2540 0.5082 0.5227  -0.15
C2 0.3961 -0.6970 -0.3217  -0.04
H1 1.5611 1.6853 1.3945  0.30
H2 -0.1524 1.3572 -0.0659  0.26
H3 -0.4490 0.3100 1.3478  0.26
H4 1.3639 -1.2067 -0.2916  0.37
H5 -2.2954 -1.0194 -1.5700  0.37
N1 -0.5093 -1.2111 -1.0622  -0.49
O1 1.5617 0.8075 0.9804  -0.50
O2 -1.7307 -0.5341 -0.9340  -0.38

Properties
**ΔE to the lowest compared entry with this formula, charge and spin**: 264.9 kJ/mol
**F_max**: 1.12 eV/A
**Molecular weight**: 75.07 g/mol
**HOMO level**: -9.8731 eV



(15)
The following is a quantum chemistry calculation of one molecule with the formula C2H5NO2, from the OMol25 dataset.

Each line ends with the Mulliken charge.
Element x y z (Å)
C1 1.4757 0.0823 0.8419  -0.81
C2 -0.6912 -0.0471 -0.3119  0.65
O1 -1.3239 -0.6524 0.7096  -0.46
O2 -1.4154 -0.0213 -1.4660  -0.50
N1 0.5215 0.3585 -0.2253  -0.33
H1 -2.2681 -0.7030 0.5117  0.34
H2 -0.9862 0.5828 -2.0855  0.34
H3 2.2045 0.8787 0.9100  0.19
H4 1.0747 -0.3163 1.7673  0.21
H5 1.4084 -0.1622 -0.6518  0.37

Properties
**ΔE to the lowest compared entry with this formula, charge and spin**: 437.5 kJ/mol
**F_max**: 0.73 eV/A
**Molecular weight**: 75.07 g/mol
**HOMO level**: -6.7526 eV



(16)
The following is a quantum chemistry calculation of one molecule with the formula C2H5NO2, from the OMol25 dataset.

Each line ends with the Mulliken charge.
Element x y z (Å)
C1 -0.0339 0.7020 -1.1142  -0.59
N1 -0.4106 -0.2470 -0.1012  -0.09
C2 0.4007 -0.6585 1.1865  0.26
O1 0.2882 -1.8776 1.5590  -0.69
O2 -0.5299 0.1637 1.7272  -0.31
H1 -1.3232 -0.6884 -0.1694  0.33
H2 1.4089 -0.2178 1.0629  0.28
H3 -0.7036 1.5659 -1.1344  0.28
H4 0.9814 1.0424 -0.9230  0.26
H5 -0.0779 0.2152 -2.0935  0.29

Properties
**ΔE to the lowest compared entry with this formula, charge and spin**: 543.1 kJ/mol
**F_max**: 4.02 eV/A
**Molecular weight**: 75.07 g/mol
**HOMO level (spin up / spin down)**: -9.2325 / -8.8480 eV



(17)
The following is a quantum chemistry calculation of one molecule with the formula C2H5NO2, from the OMol25 dataset.

Each line ends with the Mulliken charge.
Element x y z (Å)
C1 -0.5105 -0.7159 0.0975  -0.35
C2 0.7851 -0.0192 0.1424  0.51
H1 -2.3647 0.1978 0.7869  0.25
H2 -2.3993 0.4513 -0.8107  0.20
H3 -0.5445 -1.3714 0.8926  0.30
H4 -0.3871 -1.6385 -0.5852  0.32
H5 -0.4256 1.4252 0.5612  0.35
N1 -1.9590 -0.1181 -0.1402  -0.58
O1 0.4296 1.2664 -0.0461  -0.49
O2 1.8437 -0.4947 -0.1167  -0.51

Properties
**ΔE to the lowest compared entry with this formula, charge and spin**: 244.3 kJ/mol
**F_max**: 5.37 eV/A
**Molecular weight**: 75.07 g/mol
**HOMO level**: -9.8714 eV



(18)
The following is a quantum chemistry calculation of C2H5NO2 as an isolated structure, from the OMol25 dataset.

Each line ends with the Mulliken charge.
Element x y z (Å)
C1 -1.6522 0.1543 -0.5474  0.37
C2 0.6199 -0.0535 0.7935  -0.52
N1 -2.5575 0.5078 0.4410  -0.38
O1 -2.0531 -0.8608 0.1975  -0.28
O2 0.0536 0.7569 -0.2404  -0.46
H1 -1.9215 0.4124 -1.6183  0.30
H2 0.3662 0.4269 1.7806  0.20
H3 1.7850 0.0450 0.7563  0.20
H4 0.1517 -0.9716 0.6475  0.29
H5 -2.0242 0.9837 1.1289  0.29

Properties
**ΔE to the lowest compared entry with this formula, charge and spin**: 566.1 kJ/mol
**F_max**: 4.37 eV/A
**Molecular weight**: 75.07 g/mol
**HOMO level**: -9.8609 eV



(19)
The following is a quantum chemistry calculation of one molecule with the formula C2H5NO2, from the OMol25 dataset.

Each line ends with the Mulliken charge.
Element x y z (Å)
C1 -1.6776 0.7492 -0.1412  -0.27
C2 0.1904 -0.8642 -0.0268  -0.72
N1 -0.2692 0.4950 -0.0484  0.36
O1 -2.4543 -0.1868 -0.0632  -0.55
O2 0.5920 1.5089 -0.0986  -0.44
H1 -2.0743 1.7730 -0.4106  0.38
H2 1.0516 -0.9685 -0.7754  0.28
H3 0.5953 -1.0730 1.0196  0.26
H4 -0.6748 -1.3905 -0.2873  0.33
H5 0.7141 1.8361 -0.9901  0.38

Properties
**ΔE to the lowest compared entry with this formula, charge and spin**: 143.0 kJ/mol
**F_max**: 6.34 eV/A
**⟨S²⟩**: 2.01
**Molecular weight**: 75.07 g/mol
**HOMO level (spin up / spin down)**: -4.6658 / -9.6178 eV
**2S+1**: 3



(20)
The following is a quantum chemistry calculation of one molecule with the formula C2H5NO2S, from the OMol25 dataset.

Each line ends with the Mulliken charge.
Element x y z (Å)
C1 -0.2566 0.1719 -0.6870  -0.69
C2 -1.1693 -0.0476 0.6499  -0.45
N1 1.0621 0.2470 -0.2251  0.55
O1 1.6074 1.1822 0.3404  -0.61
O2 1.6361 -0.9794 0.1382  -0.40
S1 -2.7747 0.0272 0.0781  -0.17
H1 -0.1752 -0.6276 -1.4343  0.32
H2 -0.6701 1.0350 -1.2200  0.41
H3 -1.0585 -1.0551 0.9449  0.33
H4 -0.7662 0.7611 1.2192  0.36
H5 2.5650 -0.7148 0.1959  0.34

Properties
**ΔE to the lowest compared entry with this formula, charge and spin**: 541.0 kJ/mol
**F_max**: 2.40 eV/A
**Molecular weight**: 107.13 g/mol
**HOMO level (spin up / spin down)**: -9.2730 / -8.4133 eV